1.
Below is C21H50BBrF6Li2N4NaO13PS3 as an isolated structure, with properties calculated with wB97M-V/def2-TZVPD.

Element x y z (Å)
H1 3.5215 -2.5848 2.7052
H2 -3.1972 0.3637 1.1637
H3 5.7646 -4.6993 2.2426
H4 -4.1747 -4.0756 -7.8902
H5 -0.5668 2.5326 0.3799
N1 -2.0185 8.6036 6.8797
B1 2.8157 -4.9718 -2.3957
O1 -0.5239 7.0147 5.4801
H6 -1.0179 2.9105 2.0629
H7 0.4071 1.7312 4.1323
O2 -0.1863 6.6075 1.7380
H8 -1.4294 -2.4276 -3.7756
N2 0.6419 1.8296 5.1151
H9 2.4247 -1.3490 2.0829
F1 2.5337 -3.6273 -2.0581
N3 -1.5857 -5.5683 -7.0925
H10 -5.4372 -5.1783 -8.4643
H11 0.2443 -5.7106 -3.0050
H12 -2.1013 -5.5359 -3.9368
C1 -0.2773 2.3518 1.4496
S1 -1.4654 8.1362 5.4848
O3 1.9984 6.4953 0.5030
H13 -2.9867 -4.3017 -10.0797
H14 4.8660 -5.7894 1.1846
H15 -0.2881 -0.7834 -1.4336
H16 -3.9753 -3.5938 -5.0402
H17 1.5065 1.3532 5.3494
Li1 -1.3459 -2.5839 1.6297
H18 2.4940 4.1385 4.0157
F2 -0.4997 9.3295 5.1568
C2 4.2306 -2.4385 1.8814
C3 1.2143 2.8195 1.5735
H19 1.5525 2.7912 0.4963
P1 0.8613 5.6502 0.9121
H20 5.1323 -3.4816 0.2434
F3 -4.2072 7.5692 6.2926
H21 -0.1365 3.3286 6.3673
C4 -4.6880 -4.4480 -8.7801
H22 5.2116 -2.2212 2.3251
F4 2.3087 -5.2002 -3.7200
S2 3.6055 2.8194 1.8029
S3 -3.1005 7.6267 7.4443
Li2 -1.9609 5.5803 5.9121
H23 -1.0386 0.6228 2.6334
O4 -2.7340 6.2161 7.5940
H24 -0.6493 4.6398 -0.2599
O5 4.0143 2.3202 0.5091
C5 -2.9731 -3.1614 -5.1038
C6 -3.7112 -5.0620 -9.7777
O6 2.9883 4.3505 1.6560
H25 -3.0570 -0.0451 -0.6451
O7 -2.5547 -3.8595 -2.7894
H26 -2.3302 -3.8941 -5.5869
H27 -3.0084 -2.2755 -5.7417
O8 3.0870 -3.9396 0.4910
H28 4.0886 -5.1112 2.6222
H29 1.8228 5.7481 3.6513
C7 1.6159 4.6491 3.5492
C8 4.7775 -4.8927 1.8006
C9 -2.1875 -5.8958 -8.0197
C10 -0.3071 -4.7709 -2.9963
C11 -2.6344 0.5302 0.2071
H30 0.5146 0.2683 1.8048
H31 3.1924 0.1419 1.9775
Na1 -0.1107 -7.6148 -6.7635
H32 3.9218 -1.5517 1.3159
H33 -0.4893 1.0438 -1.4256
O9 -3.8502 8.1622 8.5227
H34 -0.0241 -4.2042 -2.1075
H35 -0.0042 5.2010 4.9136
C12 -1.7935 -5.0255 -3.0142
F5 4.2111 -5.2009 -2.3530
C13 0.3427 4.2661 4.3926
H36 -3.0669 -1.9856 -3.3256
H37 4.0283 -1.1998 2.5439
C14 4.3139 -3.6873 0.9598
H38 -0.5502 7.2300 1.0743
C15 -2.9758 -6.2840 -9.2159
Br1 -0.3887 11.0609 6.7069
H39 0.8325 0.2479 -0.4795
O10 -2.3646 8.2018 4.3665
O11 2.1940 2.0165 2.2850
H40 -2.6529 1.6265 0.0091
C16 1.5593 4.2733 2.0263
C17 0.6457 3.2458 5.5607
H41 1.6271 3.4421 6.0563
C18 -2.4578 -2.8008 -3.7252
H42 2.8214 -0.5063 3.4754
C19 -0.4622 0.7964 1.6840
C20 -1.1567 0.0677 0.4671
H43 0.0153 -4.1915 -3.8637
H44 -3.6864 -7.0647 -8.9356
N4 3.1158 -0.7276 2.5221
H45 -4.2571 -5.3593 -10.6751
H46 -0.5334 3.9072 3.8001
O12 4.7025 2.6981 2.7185
H47 -2.2994 -6.6956 -9.9678
C21 -0.2354 0.1421 -0.8174
F6 2.1547 -5.8497 -1.4960
H48 -1.1617 -1.0221 0.7739
H49 -2.0422 -5.6996 -2.1911
H50 -5.2081 -3.6025 -9.2311
O13 0.2045 5.0517 -0.4981

For the total energy, the calculation gives -188804.662 eV. The value obtained for the HOMO-LUMO gap is 0.91 eV.

2.
Below is a 5-piece molecular cluster, C21H50N3O4 overall, with properties calculated with wB97M-V/def2-TZVPD.

Element x y z (Å)
N1 0.7478 -1.0462 -1.3147
N2 3.0547 1.9216 -1.7098
H1 0.1456 -1.2606 -2.1394
H2 -1.2365 -1.3927 2.5303
H3 2.3380 0.7680 -5.7553
C1 -3.1909 4.2988 1.0067
C2 0.5995 -5.9218 2.8450
H4 -2.2690 -0.0449 2.0996
H5 -4.8119 0.4259 3.3753
H6 -3.8953 5.7229 3.2445
O1 -3.9991 3.9722 2.1349
C3 -1.6485 -0.4503 2.9042
C4 -2.0403 5.2360 1.3369
H7 -3.6749 -0.1156 5.5163
C5 2.5033 2.1524 -8.0672
H8 0.0205 -3.2216 0.7935
C6 0.3419 -8.2081 0.9422
O2 1.0992 -5.9332 1.5096
C7 3.2418 3.0091 -7.0530
H9 2.6246 -2.2572 -0.8691
H10 2.5202 -5.8565 3.8334
H11 4.4953 -0.0224 -4.7800
H12 -2.7789 3.3563 0.6328
C8 -5.5865 5.8390 1.8900
H13 -6.3543 5.1749 1.4778
N3 1.5029 0.0886 -1.4476
H14 -3.5219 1.5474 2.9440
H15 0.1084 0.6755 2.3427
H16 0.6814 -9.1507 0.5009
O3 -2.4567 -0.7768 4.0324
H17 0.1416 0.0495 4.0106
H18 4.3254 2.8758 -7.1370
H19 -2.3930 6.1995 1.7094
H20 -6.0800 6.6375 2.4531
C9 1.5951 -6.4425 3.8675
C10 -0.4979 0.4869 3.2345
C11 0.9673 -2.5166 0.8238
C12 1.7024 2.5896 -1.9016
C13 -3.0996 0.3135 4.6890
O4 2.8224 2.7854 -5.7087
H21 5.0539 1.6618 -4.6166
H22 -1.4339 5.4245 0.4452
C14 -4.6419 5.0625 2.7914
H23 -5.2173 4.6334 3.6188
C15 0.6553 1.3344 -1.7208
H24 1.4041 3.6955 -2.1467
H25 -0.8506 1.4504 3.6069
H26 1.1753 -6.3755 4.8761
H27 2.8361 2.3917 -9.0821
H28 2.3358 -7.5994 1.5434
H29 3.0427 4.0638 -7.2709
H30 3.8219 -0.3784 -1.2912
H31 -4.5376 1.8885 4.3506
H32 -0.5162 1.3363 -1.7750
C16 -4.0442 1.0900 3.7875
H33 0.3643 -4.8786 3.0815
H34 4.8433 0.9466 -6.2148
H35 2.6709 1.0856 -7.9017
C17 2.9826 1.4607 -5.2065
H36 -0.0470 -8.4280 1.9381
H37 -2.3529 0.9739 5.1421
C18 1.4818 -7.2031 0.9865
H38 1.8630 -7.4856 3.6840
H39 1.8498 -2.9666 1.4858
C19 1.4636 -2.2363 -0.7498
C20 4.4261 0.9834 -5.2068
H40 2.6169 1.4701 -4.1750
H41 -1.4008 4.7985 2.1131
H42 -5.0643 6.2964 1.0465
H43 -3.8113 4.7041 0.2021
H44 1.8345 -7.0281 -0.0347
H45 -0.3462 -6.4712 2.8983
H46 -0.4902 -7.8173 0.3441
C21 2.9647 0.4305 -1.4514
H47 1.4237 2.3277 -8.0020
H48 1.0636 -3.1878 -1.3513
H49 0.5995 -1.4658 1.2327
H50 3.9369 2.5027 -1.7751

For the total energy, the calculation gives -35233.615 eV. Its charge is +1. The value obtained for the HOMO-LUMO gap is 7.48 eV.

3.
Below is a 3-piece molecular cluster, C21H50N4P overall, with properties calculated with wB97M-V/def2-TZVPD.

Element x y z (Å)
H1 -0.0976 3.7144 -5.5247
H2 -0.2719 -4.5237 3.0718
C1 3.7935 -1.0733 -0.5989
H3 3.8838 -2.1641 -0.5943
C2 -1.3175 6.3955 -3.9215
H4 -0.5457 -1.5271 5.3468
H5 2.0353 -4.7188 5.0724
C3 1.2990 -1.4734 -3.6125
H6 2.3693 -3.0491 6.5734
H7 1.2952 -3.4130 8.6713
H8 4.3183 0.0923 1.1787
H9 -3.0994 4.3782 -4.8605
H10 2.3484 -2.6951 -2.1982
H11 -2.5716 6.6315 -6.8623
H12 1.8768 -0.6814 -4.0815
H13 2.5903 0.0178 0.8807
H14 -0.8156 -3.3245 0.9247
C4 -3.2065 6.0703 -6.1759
N1 0.7030 -1.9160 -1.2105
P1 -0.9589 0.3998 0.3617
C5 -0.7596 3.2407 -3.5366
H15 -2.1592 4.2092 -6.3335
H16 -2.3274 -1.5252 0.0282
C6 -0.5373 -2.5549 4.9754
H17 -3.1985 5.7200 -3.0381
H18 -1.7969 5.4505 -1.9994
H19 0.2576 -1.1601 -3.6450
C7 3.5163 -0.5552 0.8285
H20 -0.0989 2.3702 -3.5412
C8 0.9964 -4.4739 4.8388
H21 -1.6989 -4.3753 5.3145
H22 -1.9081 -3.1606 6.5729
H23 -1.5953 0.5647 1.6039
H24 1.3894 -2.3636 -4.2314
C9 1.8275 -1.7348 -2.2000
H25 -0.6360 -2.4744 3.8869
H26 -1.9675 2.0488 -0.6525
H27 0.6552 4.6864 -4.2814
H28 -1.1677 -2.5697 -1.8246
H29 -0.3098 6.6236 -3.5651
H30 0.6005 -4.6293 7.6092
H31 0.4043 0.3396 0.7159
H32 3.4344 -1.3626 1.5604
H33 -2.6662 -2.9385 5.0039
H34 -1.6608 7.3013 -4.4251
H35 -0.9478 -0.8490 -2.1752
H36 1.2254 -1.7427 6.7606
H37 4.7724 -0.7077 -0.9036
H38 1.3833 -3.9347 2.7931
H39 -0.3212 -3.1810 8.0264
C10 1.3001 -2.8211 6.5994
C11 0.8608 -2.3710 -0.0297
N2 0.7782 -3.1022 5.2670
H40 -0.1302 -1.9595 1.7870
H41 3.3463 -0.3161 -2.5760
H42 -1.7713 2.8823 -3.7332
H43 1.8251 -2.7163 0.3148
H44 -3.5968 6.7604 -5.4273
C12 -2.4318 4.9217 -5.5495
C13 -0.7455 -1.6324 -1.4511
H45 -2.4440 7.0732 -2.2058
C14 0.7764 -4.6591 3.3460
C15 -0.3879 -2.3267 0.7875
N3 -1.1918 5.3475 -4.9224
C16 -1.2507 -1.3664 -0.0360
C17 -0.2994 4.2526 -4.5929
C18 -1.7667 -3.3030 5.5039
H46 -4.0583 5.6805 -6.7341
H47 -0.7330 3.6502 -2.5283
C19 2.7935 -0.6441 -1.6977
H48 0.3800 -5.2051 5.3823
H49 2.2028 0.2176 -1.3660
C20 0.6729 -3.5556 7.7870
C21 -2.2393 6.1344 -2.7231
N4 -1.2913 1.3189 -0.8447
H50 1.0682 -5.6626 3.0361

The relative energy (zero: lowest compared OMol25 entry of this formula, charge and spin) is 0.0 kJ/mol. For the total energy, the calculation gives -37829.253 eV. Its charge is +1. The value obtained for the HOMO-LUMO gap is 5.72 eV.

4.
Below is a 2-piece molecular cluster, C21H50O3P2 overall, with properties calculated with wB97M-V/def2-TZVPD.

Element x y z (Å)
H1 -0.0834 -3.4341 -2.4798
H2 2.0287 -3.1750 -3.2811
H3 4.6167 -5.0585 -0.9315
C1 -4.5057 1.5917 2.1606
H4 -1.0041 -0.5487 -0.5287
H5 0.3268 1.7120 -0.9025
C2 -0.8096 4.6918 0.8400
H6 -2.7523 4.0486 1.4204
H7 -2.2152 -1.5653 -1.2535
C3 -2.9080 0.4245 -0.8945
O1 0.3336 -4.9611 -1.1675
H8 1.1565 5.4689 0.6406
P1 -1.7902 1.9661 1.2046
C4 1.2644 1.4067 -0.4289
H9 -4.8171 1.4912 1.1183
H10 0.5887 3.7113 3.0950
H11 -0.6342 -0.0307 1.5103
H12 -4.9403 2.6137 4.8273
C5 2.0282 -3.7726 -2.3472
O2 3.0071 -3.2130 -1.4696
H13 2.8141 -0.0602 -0.7654
H14 -1.9806 -0.4826 -3.4244
H15 0.8407 5.4565 3.0841
H16 -1.0040 4.5978 -0.2316
H17 6.9026 -3.5016 -2.2330
C6 5.0537 -4.5714 -1.8032
H18 -6.0346 2.9720 2.6651
H19 -0.2755 1.1346 2.7404
C7 -1.7252 3.7283 1.6082
H20 -0.4111 -1.0249 -2.8375
H21 4.2731 -2.9938 -3.0787
H22 0.2642 -7.2493 -1.3859
C8 4.3125 -3.2481 -2.0091
H23 -2.6661 1.3262 3.3176
H24 -5.0621 0.8259 2.7065
C9 0.6926 4.5907 1.0944
H25 2.0490 -6.3845 -0.8098
H26 0.5902 -2.9646 -0.8910
H27 -3.5778 0.5489 -1.7488
H28 -2.9352 0.1340 2.0847
C10 6.5586 -4.3517 -1.6364
H29 -4.6426 3.7581 2.0004
H30 -3.2712 2.5202 -0.4882
H31 1.8420 0.2692 -2.1937
C11 -3.0252 1.2040 2.2930
C12 -1.8019 -0.5555 -1.2750
H32 1.5586 2.0400 1.6305
C13 1.0935 1.2172 1.0880
C14 -1.2194 -0.3161 -2.6603
H33 1.9301 -7.3299 -2.6387
H34 1.9624 2.2288 -0.6002
H35 -0.8129 0.6879 -2.8115
H36 -4.7472 4.3030 4.3727
H37 1.6520 0.3276 1.3869
H38 -1.5854 3.8122 2.6884
C15 1.8025 0.1551 -1.1107
O3 2.2792 -5.0642 -2.6870
C16 -2.4250 1.8231 -0.4825
P2 1.1827 -6.3044 -1.9675
H39 2.1584 4.3653 2.6699
C17 -4.4772 3.2831 4.1005
H40 -1.1453 5.6943 1.1171
C18 0.6383 -3.7226 -1.6887
H41 0.3076 -6.1251 -3.1141
H42 6.8251 -4.1562 -0.5955
C19 -0.3196 1.0078 1.6519
H43 1.2006 -0.7281 -0.8924
H44 -3.3952 3.1968 4.2159
H45 -3.5224 0.0067 -0.0941
H46 4.8500 -5.2367 -2.6378
H47 -1.7071 2.2307 -1.1960
H48 4.8682 -2.4469 -1.5067
H49 1.1044 3.7371 0.5574
C20 1.0857 4.5276 2.5655
H50 7.1296 -5.2222 -1.9612
C21 -4.9429 2.9620 2.6850

For the total energy, the calculation gives -47304.452 eV. The value obtained for the HOMO-LUMO gap is 5.06 eV.

5.
Below is a 7-piece molecular cluster, C21H51Cl3N6O8 overall, with properties calculated with wB97M-V/def2-TZVPD.

Element x y z (Å)
H1 -1.3869 0.1293 9.6001
C1 -3.3533 -9.0419 -11.0049
C2 1.4034 0.3178 1.6236
H2 -0.9455 0.0082 7.7153
C3 -4.2701 -4.5363 1.5535
Cl1 -6.1846 3.6820 0.3786
H3 7.1008 14.3593 2.4263
N1 -2.3718 -8.5592 -8.7122
H4 6.9415 14.7232 4.2088
H5 0.4486 0.7237 1.9578
H6 3.0329 -1.6172 0.6072
H7 5.0022 -8.6755 7.3190
H8 -0.7620 11.7532 1.7865
C4 3.1532 13.9705 2.9386
C5 0.1863 -7.1248 -5.6542
H9 1.4049 0.1674 0.5440
H10 2.9642 14.5410 2.0292
H11 -1.5955 -9.9206 -10.1452
H12 3.0927 -2.5300 2.0657
C6 -2.0308 -1.5616 8.6739
H13 -0.2848 -5.8056 -8.0999
H14 -4.1433 -9.3237 -13.6920
H15 -4.7392 -10.9847 -13.3418
H16 2.7291 14.6618 3.6668
H17 0.7922 11.2355 1.3283
C7 -4.8445 4.7980 0.2594
H18 0.6737 -6.1594 -5.5178
H19 -2.5441 -3.2683 7.7233
C8 3.1975 -7.4511 6.1766
N2 5.5162 -7.9766 6.8018
N3 2.7852 -1.6978 1.5830
H20 -4.3268 -6.2894 -0.3569
C9 -1.5473 -7.3432 -9.0914
C10 -2.5377 -9.4977 -9.7967
C11 -1.0721 -0.4170 8.7110
C12 0.2360 11.5935 2.1947
O1 0.2356 10.4808 3.1873
C13 1.9484 -0.9738 2.2337
H21 -0.7484 -7.6709 -9.7566
H22 6.4929 -7.7246 6.7520
H23 0.6809 8.6771 2.3488
Cl2 -5.3866 6.3819 -0.3206
O2 1.6600 -1.3498 3.3235
C14 -0.9982 -6.5756 -7.8058
H24 3.2097 -7.8661 5.1688
H25 -1.9635 -8.9856 -7.8927
O3 5.1461 -6.0081 5.9140
H26 -0.1857 -0.9627 9.0345
H27 -2.9102 -8.2746 -11.6398
O4 -2.7134 -1.7993 9.6189
C15 -4.4778 -10.0150 -12.9184
H28 -3.2820 -5.5386 -1.4432
N4 -2.1611 -2.3465 7.5694
O5 5.2437 14.9700 3.1991
O6 -2.8289 -3.5155 -0.0777
C16 1.0490 12.9652 2.4758
N5 2.4017 12.6849 2.9294
H29 2.1363 9.6217 2.5710
H30 -1.6124 -2.2088 6.7327
H31 -0.6784 -7.2558 -5.0037
H32 2.7599 -8.1109 6.9257
H33 -1.8434 -6.2380 -7.2060
C17 4.6375 13.7258 3.1708
O7 -0.2227 -7.4613 -6.9943
C18 4.6619 -7.0212 6.3457
H34 7.1385 15.9385 3.0696
H35 2.2532 12.1650 3.7825
H36 -4.5403 4.7698 1.3057
H37 2.1708 0.9397 2.0844
H38 -5.4075 -9.5707 -12.5629
H39 0.9512 -7.7700 -5.2219
H40 0.6030 13.5991 3.2422
C19 1.1644 9.3963 3.0099
H41 5.0331 13.0400 2.4216
H42 -3.1201 -10.2553 -9.2724
Cl3 -3.5369 4.3103 -0.8239
C20 -3.4869 -4.4872 0.2553
H43 -2.2526 -6.7794 -9.7020
H44 -4.6139 -3.5289 1.7882
C21 6.6369 14.9788 3.1939
H45 -4.3513 -8.6827 -10.7536
H46 0.9921 13.5306 1.5456
H47 2.4315 -6.6757 6.1723
O8 -3.5799 -10.1585 -11.8013
N6 -3.7332 -5.4932 -0.5407
H48 4.8460 13.3093 4.1563
H49 -3.7133 -4.9841 2.3767
H50 1.3868 8.9260 3.9678
H51 -5.2429 -5.0047 1.4043

The relative energy (zero: lowest compared OMol25 entry of this formula, charge and spin) is 172.3 kJ/mol. For the total energy, the calculation gives -85487.384 eV. The value obtained for the HOMO-LUMO gap is 9.23 eV.